1.
Density functional theory data (ωB97M-V/def2-TZVPD) for a molecular structure, C2H4Br2N.

Geometry (Å):
C1 -1.66575 -0.66477 0.91899
C2 1.86591 0.52287 -0.97769
N1 -0.84406 -0.47868 0.00566
Br1 2.26407 2.15164 -0.23731
Br2 1.68371 -0.89184 0.19414
H1 -1.98179 -1.56043 1.51735
H2 -2.54013 0.06328 1.08618
H3 1.97071 0.44480 -2.09991
H4 -0.75267 0.41313 -0.40741

Cartesian forces (eV/Å) of the 2 atoms listed first:
C -4.6 1.2 0.8
C 1.1 -0.8 1.2

Its total charge is +1. The energy above the lowest of the compared OMol25 structures with the same formula, charge and spin is 70.45 kcal/mol. The HOMO energy (alpha / beta) is -13.710 / -13.697 eV. The calculation puts the largest force on an atom at 4.82 eV Å⁻¹.

2.
Density functional theory data (ωB97M-V/def2-TZVPD) for a single C2H4Br3ClSi molecule.

Geometry (Å):
Cl1 -1.70123 0.95327 -2.33018
C1 -0.28981 0.67925 -1.27158
C2 -0.70180 -0.17029 -0.09265
Si1 0.73199 -0.67345 1.26060
Br1 1.96748 1.18315 1.41839
Br2 -0.03740 -1.09070 3.31255
Br3 2.06582 -2.29462 0.47037
H1 0.19612 1.70806 -0.98110
H2 0.43409 0.33432 -2.02638
H3 -1.37581 -1.09254 -0.34416
H4 -1.28945 0.46355 0.58415

Cartesian forces (eV/Å) of the 2 atoms listed first:
Cl -0.4 0.4 0.1
C 1.7 1.8 -0.6

As for the SMILES: ClCC[Si](Br)(Br)Br. Its total charge is 0. The energy above the lowest of the compared OMol25 structures with the same formula, charge and spin is 0.00 kcal/mol. The HOMO energy is -10.516 eV. The calculation puts the largest force on an atom at 2.52 eV Å⁻¹.

3.
Density functional theory data (ωB97M-V/def2-TZVPD) for a single C2H4BrCl2OP molecule.

Geometry (Å):
C1 -1.38645 -0.41664 0.21912
C2 -0.08898 -0.38494 -0.35562
Br1 1.13923 -2.41067 0.15740
P1 1.18218 0.84254 0.20158
O1 1.31462 1.02597 1.64467
Cl1 0.56889 2.61383 -0.71911
Cl2 2.99707 0.42934 -0.69704
H1 -2.11580 0.27956 -0.30498
H2 -1.60676 -0.09013 1.22156
H3 -1.84865 -1.34453 0.15705
H4 -0.15535 -0.54434 -1.52462

Cartesian forces (eV/Å) of the 2 atoms listed first:
C -3.2 2.3 0.9
C 3.4 -1.8 -3.0

As for the SMILES: C[C@H](Br)P(=O)(Cl)Cl. Its total charge is 0. The energy above the lowest of the compared OMol25 structures with the same formula, charge and spin is 22.17 kcal/mol. The HOMO energy (alpha / beta) is -10.492 / -10.492 eV. The calculation puts the largest force on an atom at 4.89 eV Å⁻¹.

4.
Density functional theory data (ωB97M-V/def2-TZVPD) for a single C2H4BrClN2S molecule.

Geometry (Å):
N1 -1.28559 1.89833 0.40046
S1 -1.05730 1.31682 1.90525
C1 0.09597 -0.45253 1.17130
Cl1 0.36198 -1.49870 2.40131
N2 0.08104 -0.32105 -0.06171
C2 0.80417 -0.87087 -1.12063
Br1 1.96392 -2.56643 -0.91386
H1 -0.59775 2.53745 -0.03323
H2 -1.77333 1.17726 -0.14753
H3 0.03111 -1.17947 -1.86177
H4 1.37578 -0.04082 -1.73960

Cartesian forces (eV/Å) of the 2 atoms listed first:
N -0.6 0.4 -0.5
S 1.7 -2.2 -0.3

As for the SMILES: NS/C(Cl)=N/CBr. Its total charge is 0. The energy above the lowest of the compared OMol25 structures with the same formula, charge and spin is 0.00 kcal/mol. The HOMO energy is -8.606 eV. The calculation puts the largest force on an atom at 5.20 eV Å⁻¹.

5.
Density functional theory data (ωB97M-V/def2-TZVPD) for 2 unconnected molecules or ions with the total composition C2H4BrClNO3S.

Geometry (Å):
C1 1.19836 1.43155 0.83875
C2 -0.79844 0.51387 -0.95614
N1 2.01704 0.41330 0.77507
O1 -2.38793 -1.60356 -0.46922
O2 -0.02899 -2.13943 -0.59831
O3 -0.93497 -0.96011 1.38441
S1 -1.14614 -0.97665 -0.01679
Cl1 3.13440 0.28812 -0.56225
Br1 -2.23763 1.56290 -0.33111
H1 0.50762 1.62818 1.66723
H2 1.24065 2.24766 0.08346
H3 -0.97332 0.12964 -1.95740
H4 0.40936 -2.53548 0.14232

Cartesian forces (eV/Å) of the 2 atoms listed first:
C 2.3 -0.5 -2.0
C 1.4 -1.9 1.1

Its total charge is -1. The HOMO energy is -3.709 eV. The calculation puts the largest force on an atom at 4.28 eV Å⁻¹.

6.
Density functional theory data (ωB97M-V/def2-TZVPD) for a molecular structure, C2H4BrNO.

Geometry (Å):
C1 0.77317 0.41675 -0.00612
C2 -0.50741 -0.96594 -0.29415
N1 0.42760 1.43556 0.56204
O1 -1.54328 -0.72056 0.58187
Br1 2.42094 0.11515 -0.82072
H1 0.11357 -1.84221 -0.24703
H2 -0.85133 -0.90740 -1.39546
H3 0.89530 2.29764 0.72075
H4 -1.72856 0.17101 0.89884

Cartesian forces (eV/Å) of the 2 atoms listed first:
C -0.4 -7.3 -1.6
C 0.0 4.0 -2.3

Its total charge is 0. The energy above the lowest of the compared OMol25 structures with the same formula, charge and spin is 45.15 kcal/mol. As for the multiplicity: 3. The HOMO energy (alpha / beta) is -5.113 / -10.100 eV. The calculation puts the largest force on an atom at 7.45 eV Å⁻¹.

7.
Density functional theory data (ωB97M-V/def2-TZVPD) for 2 unconnected molecules or ions with the total composition C2H4BrNO2.

Geometry (Å):
C1 0.14834 -1.57078 0.15085
C2 -0.38120 -0.10579 0.07552
N1 -0.15082 0.62441 1.20986
O1 -0.16125 -2.37002 -0.95022
O2 0.76756 -1.96967 1.11044
Br1 -2.33786 -0.01838 -0.43628
H1 0.55548 0.00954 -1.33012
H2 -0.86632 -1.99317 -1.45614
H3 0.09931 1.66493 1.05691
H4 0.27083 0.11891 1.95508

Cartesian forces (eV/Å) of the 2 atoms listed first:
C -1.2 -0.5 0.1
C 1.8 -1.3 -2.8

Its total charge is 0. The energy above the lowest of the compared OMol25 structures with the same formula, charge and spin is 51.96 kcal/mol. The HOMO energy is -9.841 eV. The calculation puts the largest force on an atom at 3.95 eV Å⁻¹.

8.
Density functional theory data (ωB97M-V/def2-TZVPD) for 2 unconnected molecules or ions with the total composition C2H4BrNO2.

Geometry (Å):
C1 1.52893 0.95196 -1.05570
C2 1.45315 0.18305 0.02948
Br1 3.24246 -0.15261 0.84957
H1 0.55697 1.30624 -1.59969
H2 2.40201 1.09800 -1.47557
H3 0.60848 -0.24952 0.56155
O1 -2.87360 -1.59521 1.88815
N1 -2.38639 -1.40446 0.84829
O2 -2.54839 -0.08262 0.41152
H4 -1.98363 -0.05483 -0.45760

Cartesian forces (eV/Å) of the 2 atoms listed first:
C -6.7 -1.2 1.5
C 1.7 0.6 -0.2

As for the SMILES: C=CBr.O=NO. Its total charge is 0. The energy above the lowest of the compared OMol25 structures with the same formula, charge and spin is 96.24 kcal/mol. The HOMO energy is -9.873 eV. The calculation puts the largest force on an atom at 6.95 eV Å⁻¹.